C28H37N7O4S4Ti as an isolated structure at a distorted geometry. Source: OMol25; level of theory: wB97M-V/def2-TZVPD.

Atoms and positions in Å:
Ti 0.718 0.370 -0.168
C -1.896 5.883 -0.628
C -2.601 4.586 -0.255
N -2.176 3.448 -1.054
C -1.015 2.773 -0.799
S -0.490 1.565 -1.966
N -0.361 3.085 0.280
N 0.731 2.242 0.512
C 1.584 2.588 1.477
C 1.453 3.854 2.255
C 2.627 1.641 1.672
C 3.597 1.719 2.693
C 4.506 0.709 2.834
C 4.463 -0.396 1.947
C 3.509 -0.410 0.972
N 2.604 0.581 0.798
H -2.287 6.719 -0.042
H -2.040 6.114 -1.686
H -0.825 5.798 -0.435
H -3.680 4.686 -0.374
H -2.399 4.341 0.786
H -2.529 3.355 -1.990
H 0.447 4.249 2.143
H 2.157 4.613 1.899
H 1.657 3.685 3.315
H 3.599 2.571 3.359
H 5.251 0.751 3.619
H 5.162 -1.217 2.030
H 3.435 -1.235 0.274
C -2.362 -4.784 -2.886
C -1.602 -5.180 -1.607
S -1.035 -3.898 -0.484
C -2.596 -3.297 0.215
C -3.486 -2.407 -0.672
S -2.572 -1.073 -1.492
C -3.375 -1.078 -3.090
C -3.249 -2.347 -3.966
S -1.746 -3.358 -3.825
H -3.402 -4.578 -2.644
H -2.351 -5.643 -3.557
H -0.686 -5.718 -1.859
H -2.235 -5.867 -1.041
H -2.291 -2.750 1.107
H -3.159 -4.175 0.537
H -4.262 -1.954 -0.055
H -3.963 -3.026 -1.429
H -2.916 -0.220 -3.584
H -4.438 -0.862 -2.969
H -3.311 -2.054 -5.013
H -4.082 -3.023 -3.778
C 1.950 -3.763 -3.565
C 2.095 -2.367 -3.055
C 2.926 -1.337 -3.440
C 2.627 -0.258 -2.595
N 1.671 -0.614 -1.731
N 1.367 -1.902 -2.033
C 3.232 1.104 -2.582
H 2.666 -3.940 -4.364
H 0.949 -3.933 -3.957
H 2.134 -4.488 -2.771
H 3.651 -1.356 -4.239
H 0.619 -2.371 -1.528
H 3.804 1.266 -3.494
H 3.898 1.224 -1.727
H 2.454 1.863 -2.509
O 0.695 -1.433 1.025
C -0.147 -0.633 1.527
O -0.959 -0.043 0.701
C -0.101 -0.172 2.946
C 0.836 -0.736 3.793
C 1.048 -0.211 5.060
C 0.327 0.898 5.472
C -0.597 1.438 4.603
C -0.841 0.933 3.347
N -1.332 2.674 5.044
O -1.999 3.251 4.218
O -1.193 3.006 6.204
H 1.413 -1.583 3.441
H 1.787 -0.650 5.717
H 0.485 1.354 6.439
H -1.547 1.406 2.676

As for the largest force on an atom: 1.680 eV Å⁻¹. For the total energy, the calculation gives -114714.1074 eV. As for the HOMO-LUMO gap (spin up / spin down): 5.4 / 7.1 eV. The calculation puts the energy above the lowest of the compared OMol25 structures with the same formula, charge and spin at 0.000 eV. As for the multiplicity: 3.

Per-atom natural (NBO) charges, elementary charge units: Ti 1.35; C -0.62; C -0.22; N -0.60; C 0.31; S -0.27; N -0.45; N -0.43; C 0.20; C -0.67; C 0.11; C -0.22; C -0.19; C -0.31; C 0.08; N -0.58; H 0.21; H 0.20; H 0.22; H 0.19; H 0.22; H 0.39; H 0.26; H 0.23; H 0.21; H 0.22; H 0.21; H 0.22; H 0.20; C -0.54; C -0.56; S 0.23; C -0.53; C -0.56; S 0.29; C -0.57; C -0.53; S 0.18; H 0.21; H 0.22; H 0.23; H 0.22; H 0.23; H 0.22; H 0.22; H 0.20; H 0.24; H 0.21; H 0.23; H 0.21; C -0.65; C 0.20; C -0.34; C 0.22; N -0.38; N -0.33; C -0.65; H 0.23; H 0.24; H 0.23; H 0.23; H 0.44; H 0.22; H 0.24; H 0.26; O -0.66; C 0.63; O -0.69; C -0.09; C -0.15; C -0.21; C -0.21; C 0.08; C -0.19; N 0.53; O -0.36; O -0.38; H 0.24; H 0.22; H 0.25; H 0.28